[1]
{
  "formula": "C43H44GeN3OsP2",
  "method": "wB97M-V/def2-TZVPD",
  "species": ["Os", "C", "C", "N", "C", "C", "C", "C", "C", "C", "C", "N", "C", "C", "C", "C", "C", "C", "C", "C", "N", "C", "H", "H", "H", "H", "H", "H", "H", "H", "H", "H", "H", "H", "C", "P", "C", "C", "C", "P", "C", "C", "H", "H", "H", "H", "H", "H", "H", "H", "H", "H", "H", "H", "H", "H", "H", "H", "C", "Ge", "C", "C", "C", "C", "C", "C", "C", "C", "C", "C", "C", "C", "C", "C", "C", "C", "C", "C", "H", "H", "H", "H", "H", "H", "H", "H", "H", "H", "H", "H", "H", "H", "H", "H"],
  "xyz": [[-0.030, 0.625, -0.088], [-3.907, 0.118, 1.780], [-2.755, 0.687, 1.306], [-1.679, -0.002, 0.878], [-1.696, -1.414, 1.116], [-3.000, -2.067, 1.305], [-4.056, -1.283, 1.736], [-3.082, -3.439, 1.034], [-2.115, -4.074, 0.251], [-0.959, -3.469, -0.155], [-0.559, -2.181, 0.399], [0.351, -1.293, -0.234], [1.433, -1.653, -0.953], [1.945, -2.938, -1.190], [2.972, -3.129, -2.106], [3.578, -2.074, -2.750], [3.220, -0.753, -2.419], [3.876, 0.385, -2.932], [3.534, 1.624, -2.446], [2.499, 1.733, -1.524], [1.768, 0.701, -1.111], [2.155, -0.542, -1.511], [-4.720, 0.745, 2.105], [-2.662, 1.761, 1.237], [-5.003, -1.733, 1.980], [-3.992, -3.960, 1.284], [-2.337, -5.057, -0.139], [-0.382, -3.898, -0.956], [1.555, -3.793, -0.664], [3.293, -4.138, -2.318], [4.354, -2.232, -3.482], [4.644, 0.253, -3.676], [4.042, 2.513, -2.782], [2.253, 2.698, -1.106], [-0.165, 3.445, -2.477], [-0.681, 2.826, -0.824], [-2.384, 3.517, -0.877], [0.155, 4.037, 0.308], [-0.172, 3.720, 1.763], [0.410, 2.016, 2.259], [1.914, 2.441, 3.237], [-0.759, 1.652, 3.633], [-0.488, 4.480, -2.590], [-0.643, 2.838, -3.246], [0.909, 3.384, -2.620], [-2.334, 4.584, -1.088], [-2.928, 3.361, 0.048], [-2.928, 3.019, -1.678], [-0.168, 5.048, 0.050], [1.236, 3.978, 0.153], [-1.254, 3.749, 1.907], [0.274, 4.471, 2.418], [1.701, 3.228, 3.962], [2.704, 2.769, 2.564], [2.252, 1.555, 3.774], [-0.426, 2.123, 4.554], [-0.803, 0.576, 3.780], [-1.758, 2.001, 3.392], [-0.533, -1.986, 1.915], [-0.365, -3.591, 3.100], [0.576, -2.770, 4.646], [0.024, -1.623, 5.205], [0.615, -0.996, 6.285], [1.765, -1.531, 6.841], [2.324, -2.679, 6.303], [1.736, -3.288, 5.208], [-2.081, -4.343, 3.747], [-3.067, -3.494, 4.230], [-4.253, -3.994, 4.731], [-4.471, -5.360, 4.753], [-3.497, -6.217, 4.274], [-2.302, -5.712, 3.791], [0.900, -4.796, 2.146], [2.204, -4.342, 1.982], [3.173, -5.140, 1.400], [2.850, -6.420, 0.987], [1.547, -6.869, 1.108], [0.575, -6.059, 1.669], [0.183, -1.208, 2.193], [-0.885, -1.222, 4.777], [0.176, -0.098, 6.698], [2.225, -1.053, 7.692], [3.221, -3.100, 6.738], [2.190, -4.172, 4.778], [-2.903, -2.427, 4.213], [-5.015, -3.319, 5.087], [-5.390, -5.753, 5.158], [-3.669, -7.284, 4.263], [-1.525, -6.395, 3.479], [2.466, -3.348, 2.321], [4.179, -4.766, 1.284], [3.614, -7.065, 0.581], [1.292, -7.865, 0.779], [-0.439, -6.420, 1.737]],
  "multiplicity": 5,
  "total_charge": 1,
  "e_homo_ev": [-8.1, -9.7],
  "lumo_ev": [-2.94, -4.21],
  "homo_lumo_gap_ev": [5.1, 5.5]
}


[2]
{
  "formula": "C7H20N2Si",
  "method": "wB97M-V/def2-TZVPD",
  "species": ["C", "C", "Si", "N", "N", "C", "C", "C", "C", "C", "H", "H", "H", "H", "H", "H", "H", "H", "H", "H", "H", "H", "H", "H", "H", "H", "H", "H", "H", "H"],
  "xyz": [[1.080, -2.509, -0.948], [-0.269, -1.796, -0.880], [-0.639, -0.379, 0.385], [-0.804, -0.688, 2.055], [-2.129, 0.248, -0.168], [-3.345, -0.385, -0.081], [0.941, 1.028, 0.261], [1.333, 1.232, -1.266], [0.575, 2.464, 0.799], [2.077, 0.413, 1.063], [1.824, -1.913, -1.479], [1.363, -2.612, 0.042], [1.053, -3.528, -1.310], [-1.142, -2.428, -0.625], [-0.512, -1.347, -1.826], [-0.092, -0.157, 2.687], [-1.583, -1.078, 2.622], [-2.077, 1.239, -0.112], [-3.049, -1.471, -0.117], [-3.938, -0.162, 0.787], [-4.057, -0.024, -0.861], [1.684, 0.309, -1.767], [0.580, 1.620, -1.800], [2.031, 2.042, -1.346], [0.504, 2.370, 1.850], [-0.324, 2.707, 0.333], [1.491, 3.137, 0.607], [1.807, 0.433, 2.157], [1.927, -0.624, 0.933], [3.156, 0.651, 0.877]],
  "e_homo_ev": -8.6,
  "lumo_ev": 0.76,
  "homo_lumo_gap_ev": 9.3
}


[3]
{
  "formula": "C23H38Br14O3S",
  "method": "wB97M-V/def2-TZVPD",
  "species": ["O", "C", "C", "C", "S", "C", "O", "C", "C", "C", "C", "O", "C", "H", "H", "H", "H", "H", "H", "H", "H", "H", "H", "Br", "C", "C", "Br", "H", "H", "H", "H", "Br", "C", "C", "Br", "H", "H", "H", "H", "Br", "C", "C", "Br", "H", "H", "H", "H", "Br", "C", "C", "Br", "H", "H", "H", "H", "Br", "C", "C", "Br", "H", "H", "H", "H", "Br", "C", "C", "Br", "H", "H", "H", "H", "Br", "C", "C", "Br", "H", "H", "H", "H"],
  "xyz": [[-0.134, -2.970, 1.871], [-0.569, -2.148, 0.892], [0.229, -1.986, -0.567], [0.227, -0.627, -1.218], [1.020, -0.243, -2.890], [-0.556, 0.579, -0.377], [-0.083, 1.837, -0.257], [-1.978, 0.093, 0.358], [-3.238, 1.140, 0.289], [-4.170, 0.639, -1.008], [-5.027, -0.733, -0.649], [-4.472, -1.896, -1.371], [-1.971, -1.248, 1.006], [0.766, -2.887, -1.112], [-0.054, -0.324, -3.800], [-3.858, 1.239, 1.278], [-2.801, 2.190, -0.048], [-4.882, 1.498, -1.396], [-3.478, 0.354, -1.921], [-4.960, -0.981, 0.497], [-6.165, -0.557, -0.958], [-4.412, -2.694, -0.737], [-2.919, -1.642, 1.567], [1.512, 0.915, 0.512], [2.965, 2.107, 1.031], [3.217, 2.046, 2.520], [1.864, 3.048, 3.506], [2.701, 3.107, 0.676], [3.838, 1.748, 0.478], [4.166, 2.528, 2.771], [3.215, 1.028, 2.920], [0.060, -1.350, 4.310], [-0.175, -0.408, 6.001], [1.062, 0.381, 6.365], [2.465, -0.785, 7.055], [-0.447, -1.158, 6.749], [-1.024, 0.261, 5.838], [0.848, 1.080, 7.178], [1.490, 0.931, 5.522], [6.268, 0.055, 1.275], [7.050, 1.039, -0.216], [8.013, 2.097, 0.272], [7.061, 3.649, 0.973], [6.220, 1.445, -0.801], [7.574, 0.286, -0.810], [8.614, 2.483, -0.556], [8.678, 1.745, 1.066], [-8.684, -2.064, -2.736], [-7.287, -3.073, -3.648], [-7.189, -4.482, -3.111], [-6.277, -4.518, -1.387], [-6.360, -2.503, -3.542], [-7.584, -3.082, -4.701], [-6.577, -5.105, -3.769], [-8.163, -4.960, -2.967], [-3.708, -7.726, -2.018], [-2.254, -6.535, -1.498], [-2.002, -6.595, -0.010], [-3.355, -5.594, 0.976], [-2.518, -5.535, -1.854], [-1.381, -6.893, -2.052], [-1.053, -6.113, 0.241], [-2.004, -7.613, 0.390], [-2.619, 5.189, 3.662], [-1.759, 4.875, 1.940], [-2.538, 5.514, 0.814], [-4.120, 4.465, 0.366], [-1.647, 3.792, 1.832], [-0.768, 5.330, 2.030], [-1.943, 5.535, -0.103], [-2.881, 6.526, 1.044], [9.161, 1.433, -4.509], [8.135, 3.063, -4.818], [7.155, 3.313, -3.696], [5.600, 2.145, -3.843], [7.658, 2.959, -5.796], [8.880, 3.863, -4.865], [6.754, 4.329, -3.753], [7.582, 3.151, -2.702]],
  "e_homo_ev": -7.5,
  "lumo_ev": -1.67,
  "homo_lumo_gap_ev": 5.8
}


[4]
{
  "formula": "C14H53N11O13",
  "method": "wB97M-V/def2-TZVPD",
  "species": ["C", "O", "N", "N", "H", "H", "H", "H", "C", "O", "N", "N", "H", "H", "H", "H", "C", "O", "N", "N", "H", "H", "H", "H", "C", "O", "N", "N", "H", "H", "H", "H", "C", "O", "N", "N", "H", "H", "H", "H", "O", "H", "H", "O", "H", "H", "O", "H", "H", "O", "H", "H", "O", "H", "H", "O", "H", "H", "O", "H", "H", "C", "C", "C", "C", "C", "C", "N", "O", "C", "C", "C", "H", "H", "H", "H", "H", "H", "H", "H", "H", "H", "H", "H", "H", "H", "H", "H", "H", "H", "H"],
  "xyz": [[-4.303, 2.119, -1.382], [-3.952, 1.488, -0.454], [-4.807, 3.406, -1.229], [-4.189, 1.675, -2.697], [-5.228, 3.960, -1.964], [-4.913, 3.742, -0.265], [-3.876, 2.369, -3.342], [-3.709, 0.816, -2.820], [-0.173, 0.849, 0.483], [0.237, 0.674, 1.656], [0.375, 1.671, -0.439], [-1.103, 0.033, -0.045], [0.858, 2.511, -0.081], [-0.099, 1.770, -1.324], [-1.699, -0.403, 0.632], [-1.645, 0.427, -0.863], [1.821, 5.402, 1.173], [0.658, 5.221, 0.880], [2.464, 4.413, 1.759], [2.433, 6.555, 0.876], [1.905, 3.850, 2.340], [3.395, 4.556, 2.038], [1.882, 7.341, 0.633], [3.366, 6.725, 1.181], [-1.879, -1.442, -3.124], [-2.799, -0.841, -2.569], [-0.893, -1.979, -2.400], [-2.034, -1.491, -4.493], [-0.887, -1.727, -1.401], [-0.185, -2.513, -2.859], [-2.848, -1.037, -4.846], [-1.312, -1.847, -5.116], [-0.753, 2.364, -4.171], [-0.943, 1.508, -3.356], [-0.957, 3.621, -3.963], [-0.170, 2.004, -5.359], [-0.398, 4.279, -4.458], [-1.272, 3.965, -3.054], [0.174, 1.045, -5.481], [-0.529, 2.476, -6.175], [-1.379, 4.830, -1.531], [-0.552, 4.847, -0.969], [-2.026, 5.256, -0.955], [1.847, 2.178, 3.293], [2.648, 1.640, 3.277], [1.188, 1.530, 3.107], [-2.759, -1.967, 4.676], [-2.644, -2.070, 3.731], [-2.225, -1.196, 4.915], [1.273, -0.625, -4.101], [0.388, -0.466, -3.732], [1.840, -0.436, -3.345], [-4.720, -1.020, -0.043], [-4.496, -1.381, -0.912], [-4.644, -0.096, -0.298], [-1.926, 0.760, 4.090], [-1.206, 0.782, 3.456], [-2.697, 0.558, 3.561], [-2.740, -1.882, 1.608], [-2.599, -2.857, 1.549], [-3.539, -1.659, 1.147], [4.313, -2.017, -0.208], [3.001, -2.653, 0.346], [3.106, -4.238, 0.403], [2.046, -4.902, 1.251], [1.968, -4.355, 2.681], [1.877, -2.835, 2.645], [2.884, -2.293, 1.720], [2.920, -0.878, 1.905], [0.398, -2.368, 2.453], [2.307, -2.352, 4.046], [1.821, -2.215, -0.642], [4.034, -1.016, -0.539], [4.604, -2.527, -1.142], [5.107, -2.071, 0.481], [3.193, -4.689, -0.607], [4.040, -4.408, 0.985], [2.094, -6.001, 1.186], [1.136, -4.603, 0.742], [2.907, -4.663, 3.150], [1.100, -4.743, 3.264], [-0.296, -2.872, 3.164], [0.236, -1.310, 2.556], [-0.047, -2.630, 1.492], [3.399, -2.485, 4.068], [2.107, -1.316, 4.288], [1.812, -3.087, 4.689], [2.154, -2.427, -1.663], [1.794, -1.133, -0.565], [0.934, -2.685, -0.336], [2.008, -0.510, 1.741]],
  "e_homo_ev": -8.2,
  "lumo_ev": 0.20,
  "homo_lumo_gap_ev": 8.4
}


[5]
{
  "formula": "C2H7NOS",
  "method": "wB97M-V/def2-TZVPD",
  "species": ["C", "C", "N", "O", "S", "H", "H", "H", "H", "H", "H", "H"],
  "xyz": [[-0.888, -0.195, 1.380], [-0.635, 0.354, 0.003], [-0.544, 0.233, -2.601], [1.990, 0.014, 0.486], [-0.815, -0.611, -1.282], [-0.089, -0.884, 1.728], [-0.862, 0.572, 2.203], [-1.868, -0.644, 1.453], [-0.518, 1.314, -0.251], [2.181, -0.430, -0.322], [-0.900, -0.164, -3.404], [2.948, 0.441, 0.608]],
  "e_homo_ev": [-8.0, -8.0],
  "lumo_ev": [0.40, 0.40],
  "homo_lumo_gap_ev": [8.4, 8.4]
}